[1]
ORCA calculation (the ωB97M-V functional and the def2-TZVPD basis) on a molecular structure, C22H32AsN5ORh at a distorted geometry.

Spin multiplicity   5
Charge   +3
Gap between HOMO and LUMO (spin up / spin down)   0.2116 / 0.1079 Ha
Strongest force on any atom   3.66 eV/A
M   560.36 g/mol
⟨S²⟩   6.034

Geometry as XYZ:
```
62
Properties=species:S:1:pos:R:3:forces:R:3
Rh -0.1287 -0.7902 -0.0552 0.3792 1.4631 -3.0303
C -0.6773 -3.4183 -1.5691 -0.6184 1.4427 -0.8817
N -0.2875 -2.9515 -0.1906 -0.4345 -2.6812 0.0341
C -1.1873 -3.3777 1.0019 1.1100 -0.1712 -1.8335
C -0.8789 -2.3870 2.0984 0.0293 -1.6894 0.8773
N -0.1964 -1.2936 1.8287 1.2296 0.0357 3.4491
C 0.2224 -0.7360 3.0328 0.2929 -0.8634 -0.3664
C 1.2541 0.1775 3.3237 0.3766 0.2687 1.3279
C 1.6283 0.3304 4.6763 0.4111 0.7752 -2.7688
C 0.9862 -0.4240 5.6828 -0.2643 -1.1882 0.7063
C 0.1632 -1.5128 5.3617 -1.4663 0.6352 1.4657
C -0.3091 -1.5856 4.0673 0.8889 -0.9418 1.1562
N -0.9616 -2.6389 3.4529 -1.4724 0.5101 -0.3823
C -0.2043 -2.3037 -2.5666 -0.4198 -0.0406 2.0904
N 0.1032 -1.0940 -2.0901 0.6769 0.1121 -0.2745
C 0.5014 -0.2910 -3.1654 0.3731 -2.3287 -1.7185
C 0.8983 1.0267 -3.3055 -0.5281 0.6376 1.5315
C 0.8680 1.6323 -4.5423 1.6917 0.3236 -0.3031
C 0.7099 0.8449 -5.6841 -0.9697 -1.0791 0.5889
C 0.3469 -0.5224 -5.5823 1.1349 -0.0451 -1.3725
C 0.4134 -1.1437 -4.3273 -1.2467 2.7424 0.0990
N -0.0259 -2.3747 -3.8680 -0.2771 -1.5190 -1.0402
H -1.7912 -3.5349 -1.6105 0.9294 0.1308 -0.1472
H -0.2184 -4.3189 -1.9808 0.0355 -0.3885 0.8658
H 0.6903 -3.3288 -0.0300 -1.0702 0.2407 0.2441
H -0.9171 -4.4300 1.2543 -0.4616 0.8102 0.3456
H -2.2458 -3.3144 0.6941 0.3360 -0.1216 0.1557
H 1.8361 0.6534 2.5453 -0.2654 0.1272 0.0104
H 2.4891 0.9824 4.9220 -0.7230 -0.4114 -0.0875
H 1.2475 -0.2320 6.7224 -0.1274 -0.0714 -0.1397
H -0.2728 -2.1019 6.2007 0.5358 0.2072 -0.9057
H -1.6923 -3.2325 3.9131 1.1004 0.4956 -0.5841
H 1.1794 1.5908 -2.4079 -0.4050 -0.0926 -0.4718
H 1.1982 2.6932 -4.6383 -0.4577 -0.9904 0.0520
H 0.8369 1.3058 -6.6448 -0.2630 -0.0193 -0.3516
H 0.1414 -1.0664 -6.5399 0.2716 0.3451 1.1436
H -0.1855 -3.2260 -4.4370 0.1243 0.9653 0.4322
C -1.2306 3.3982 -2.0472 0.0262 -0.8678 -2.0144
C -1.7033 2.0953 -1.4105 0.3075 -0.0717 0.0136
As -0.5774 1.5233 0.0916 -0.7525 2.8954 0.9438
C 0.9366 2.7606 0.4614 0.2612 -0.4066 1.2798
C 2.2733 2.0585 0.1624 0.9142 2.2973 -0.0743
C -1.7052 1.9955 1.6784 0.7700 -0.3285 -0.2125
C -2.1860 3.4553 1.7647 -0.0969 0.9356 -0.0408
H -1.7917 3.4396 -2.9936 0.0465 0.4423 0.2607
H -0.1826 3.4497 -2.3897 -0.2675 -0.5060 0.4229
H -1.3917 4.2936 -1.5229 -0.5303 1.0105 1.0122
H -1.6908 1.2986 -2.2044 -0.1949 0.6067 1.0224
H -2.6973 2.1856 -0.9072 0.5793 -0.0649 -0.8071
H 0.9413 3.0360 1.5508 -0.5057 -0.4204 -0.8026
H 0.7538 3.7121 -0.0382 0.3144 -0.1899 -0.3690
H 2.4503 1.1549 0.7300 -0.1814 -0.3613 0.0192
H 3.1643 2.7473 0.3908 -1.3114 -0.9242 -0.3585
H 2.2879 1.8641 -0.8950 0.5302 -0.4254 -0.3353
H -0.9373 1.8427 2.4842 -1.0873 -0.3051 -0.3081
H -2.4863 1.2109 1.6365 0.2052 0.5891 0.5591
H -1.3224 4.0946 2.0706 -0.7282 -0.5108 0.2674
H -3.0653 3.5956 2.4857 1.3740 -0.2254 -1.0486
H -2.4305 3.9313 0.7853 -0.3529 -0.7266 0.5676
O 2.1409 -4.0768 0.5738 0.0393 -1.1804 0.0339
H 2.4104 -5.0257 0.6527 -0.2255 1.0591 -0.1865
H 2.5051 -3.6470 1.3470 0.4096 0.0536 0.2388
```
Positions in Å, forces in eV/Å.

In elementary charge units, the Löwdin charges are: number 1, Rh, carries 1.01; number 2, C, carries -0.05; number 3, N, carries -0.18; number 4, C, carries -0.03; number 5, C, carries -0.22; number 6, N, carries -0.05; number 7, C, carries -0.12; number 8, C, carries 0.04; number 9, C, carries 0.06; number 10, C, carries 0.07; number 11, C, carries 0.06; number 12, C, carries -0.12; number 13, N, carries 0.22; number 14, C, carries -0.26; number 15, N, carries -0.03; number 16, C, carries -0.20; number 17, C, carries -0.06; number 18, C, carries -0.05; number 19, C, carries -0.03; number 20, C, carries 0.03; number 21, C, carries -0.14; number 22, N, carries 0.19; number 23, H, carries 0.15; number 24, H, carries 0.13; number 25, H, carries 0.08; number 26, H, carries 0.16; number 27, H, carries 0.15; number 28, H, carries 0.10; number 29, H, carries 0.16; number 30, H, carries 0.15; number 31, H, carries 0.16; number 32, H, carries 0.23; number 33, H, carries 0.08; number 34, H, carries 0.14; number 35, H, carries 0.12; number 36, H, carries 0.14; number 37, H, carries 0.21; number 38, C, carries -0.16; number 39, C, carries -0.39; number 40, As, carries 1.12; number 41, C, carries -0.37; number 42, C, carries -0.17; number 43, C, carries -0.42; number 44, C, carries -0.14; number 45, H, carries 0.10; number 46, H, carries 0.06; number 47, H, carries 0.06; number 48, H, carries 0.07; number 49, H, carries 0.09; number 50, H, carries 0.08; number 51, H, carries 0.08; number 52, H, carries 0.03; number 53, H, carries 0.12; number 54, H, carries 0.03; number 55, H, carries 0.05; number 56, H, carries 0.06; number 57, H, carries 0.08; number 58, H, carries 0.11; number 59, H, carries 0.07; number 60, O, carries -0.04; number 61, H, carries 0.11; number 62, H, carries 0.06

[2]
ORCA calculation (the ωB97M-V functional and the def2-TZVPD basis) on a molecular structure, C24H31F4IrN8O6 at a distorted geometry.

Spin multiplicity   6
ΔE to the lowest compared entry with this formula, charge and spin   10.26 kcal/mol
Charge   +1
Gap between HOMO and LUMO (spin up / spin down)   0.3166 / 0.1818 Ha
Strongest force on any atom   1.19 eV/A
M   795.77 g/mol
⟨S²⟩   8.764

Geometry as XYZ:
```
74
Properties=species:S:1:pos:R:3:forces:R:3
Ir -0.0092 -0.1768 -0.3512 -0.5034 -0.5001 0.9587
O -0.8040 -4.3299 -0.3241 0.2130 0.0580 0.0906
C -1.2171 -3.1903 -0.3152 -0.3817 0.3271 -0.3156
O -0.6378 -2.1951 0.2920 -0.0290 -0.1340 0.1432
C -2.5221 -2.8642 -1.0989 0.2525 -0.0266 0.4190
C -3.2285 -1.6858 -0.4161 0.0233 0.1323 -0.2300
C -4.5898 -1.3967 -1.0510 0.0834 0.0071 -0.0524
C -4.1784 -0.7662 -2.4082 -0.0491 -0.0354 0.0334
C -2.6457 -0.7963 -2.3145 -0.0288 -0.1125 0.3013
O -2.4227 -0.5836 -0.9014 -0.1910 0.2638 -0.3647
C -2.2471 -2.2628 -2.4741 0.0195 -0.1446 -0.2900
C -0.5795 -2.3599 -2.8208 0.5410 0.5755 0.3016
O -0.4226 -3.3612 -3.4803 -0.1504 0.0233 -0.0434
O 0.1004 -1.4490 -2.3479 -0.1130 -0.6726 -0.6366
H -3.0949 -3.7852 -1.1446 -0.0715 -0.0154 -0.0917
H -3.1985 -1.7204 0.6666 0.0269 0.0347 0.0623
H -5.1490 -0.6875 -0.4424 0.0062 -0.0259 -0.0037
H -5.1869 -2.3014 -1.1533 -0.0050 0.0058 -0.0230
H -4.5099 0.2674 -2.4920 -0.0120 -0.0048 0.0165
H -4.5512 -1.3123 -3.2736 -0.0073 0.0166 0.0166
H -2.0994 -0.0654 -2.9008 0.0289 0.0069 0.0433
H -2.6984 -2.7707 -3.3173 -0.0987 -0.0353 0.0553
C 3.7298 -3.2460 2.8843 -0.0702 0.0983 -0.0005
N 2.9179 -2.0943 2.5236 0.1587 -0.0179 0.0678
C 2.8564 -0.8567 3.2637 0.0892 -0.0810 -0.0566
C 1.8402 -0.0722 2.4593 0.0232 -0.2363 -0.3026
O 1.4994 1.0480 2.7359 -0.0960 0.2150 -0.0298
N 1.3877 -0.8530 1.3952 0.3327 -0.4395 0.4060
C 2.0393 -2.0515 1.5225 -0.1326 0.2738 0.0481
N 1.8771 -3.0963 0.7120 -0.2743 0.0632 -0.0759
H 4.4597 -2.9319 3.6250 -0.0016 0.0112 0.0037
H 4.2754 -3.6229 2.0185 -0.0029 0.0186 -0.0018
H 3.1250 -4.0460 3.3140 -0.0233 -0.0140 0.0045
H 3.8106 -0.3296 3.2896 0.0183 0.0073 -0.0010
H 2.4997 -0.9994 4.2846 -0.0104 -0.0092 0.0203
H 0.9391 -3.1696 0.3135 0.1537 -0.0444 -0.0483
H 2.2963 -3.9705 0.9831 0.0215 -0.0141 0.0164
F 6.4947 1.7677 -2.7964 0.0899 0.0518 -0.0011
C 5.6965 0.9167 -3.4513 -0.1269 -0.0385 0.0333
F 6.3826 -0.2065 -3.6797 0.0622 -0.0059 -0.0213
F 5.3931 1.4657 -4.6332 0.0350 0.0372 -0.0570
C 4.4418 0.6527 -2.6541 0.0310 0.0082 -0.0107
C 3.6434 1.7200 -2.2780 0.0245 0.1011 -0.0239
C 2.4945 1.4614 -1.5595 0.0322 -0.2039 0.1220
N 2.1428 0.2182 -1.2054 0.1785 0.3289 -0.1507
C 2.9182 -0.8059 -1.5723 -0.1442 0.1364 0.0985
C 4.0793 -0.6319 -2.3004 0.0593 -0.0437 0.0019
H 3.9023 2.7370 -2.5428 -0.0013 -0.0423 0.0112
H 1.8283 2.2568 -1.2580 -0.0046 -0.0376 -0.0288
H 2.5965 -1.7956 -1.2794 -0.0481 0.0179 -0.0024
H 4.6792 -1.4841 -2.5853 -0.0139 0.0128 0.0022
F -0.2938 1.2486 -1.6788 -0.1490 0.1595 -0.5529
C -2.3769 2.1950 0.0607 0.1821 -0.0116 0.2489
N -1.1707 1.6277 0.7800 0.1714 0.2067 0.1454
C -0.2301 2.7939 0.9655 -0.2726 -0.0309 -0.0236
N -0.8408 3.8597 1.7392 -0.1790 -0.2168 -0.0188
C -2.0285 4.3363 1.0303 -0.0071 0.0168 -0.0141
N -3.0043 3.2610 0.8197 0.2698 -0.0774 0.1279
C -3.3931 2.7387 2.1331 -0.0122 -0.0195 0.0469
N -2.2467 2.2213 2.8868 0.1272 0.1523 -0.2152
C -1.6297 1.1520 2.1219 0.0522 0.1756 -0.0134
C -1.2613 3.3115 3.0358 -0.0445 -0.0809 -0.0283
H -3.0943 1.4017 -0.0849 -0.1042 -0.2009 -0.0245
H -2.0393 2.5659 -0.9017 0.0466 0.0007 -0.0864
H 0.0178 3.1545 -0.0319 -0.0270 0.0407 -0.0506
H 0.6566 2.4418 1.4684 0.1142 -0.0740 0.0705
H -1.7283 4.7384 0.0628 0.0062 0.0211 -0.0429
H -2.4973 5.1308 1.6104 -0.0102 0.0164 0.0075
H -4.1238 1.9379 2.0006 0.0034 -0.0105 -0.0108
H -3.8565 3.5399 2.7070 -0.0312 0.0272 0.0165
H -2.3499 0.3456 1.9628 -0.0196 0.0048 -0.0049
H -0.7665 0.7733 2.6651 -0.0255 -0.0032 -0.0256
H -0.3872 2.9291 3.5608 0.0222 -0.0196 0.0120
H -1.7102 4.1085 3.6262 -0.0267 0.0263 0.0221
```
Positions in Å, forces in eV/Å.

In elementary charge units, the Löwdin charges are: number 1, Ir, carries 1.72; number 2, O, carries 0.11; number 3, C, carries -0.58; number 4, O, carries -0.20; number 5, C, carries -0.08; number 6, C, carries -0.23; number 7, C, carries -0.07; number 8, C, carries -0.07; number 9, C, carries -0.23; number 10, O, carries -0.19; number 11, C, carries -0.01; number 12, C, carries -0.49; number 13, O, carries 0.26; number 14, O, carries 0.00; number 15, H, carries 0.17; number 16, H, carries 0.16; number 17, H, carries 0.12; number 18, H, carries 0.13; number 19, H, carries 0.13; number 20, H, carries 0.13; number 21, H, carries 0.16; number 22, H, carries 0.16; number 23, C, carries 0.00; number 24, N, carries -0.08; number 25, C, carries -0.02; number 26, C, carries -0.45; number 27, O, carries 0.06; number 28, N, carries 0.05; number 29, C, carries -0.38; number 30, N, carries 0.22; number 31, H, carries 0.10; number 32, H, carries 0.10; number 33, H, carries 0.10; number 34, H, carries 0.15; number 35, H, carries 0.15; number 36, H, carries 0.07; number 37, H, carries 0.12; number 38, F, carries 0.16; number 39, C, carries -0.60; number 40, F, carries 0.16; number 41, F, carries 0.17; number 42, C, carries -0.09; number 43, C, carries 0.04; number 44, C, carries -0.09; number 45, N, carries -0.05; number 46, C, carries -0.11; number 47, C, carries 0.04; number 48, H, carries 0.14; number 49, H, carries 0.10; number 50, H, carries 0.10; number 51, H, carries 0.13; number 52, F, carries -0.45; number 53, C, carries -0.16; number 54, N, carries -0.15; number 55, C, carries -0.17; number 56, N, carries -0.07; number 57, C, carries -0.16; number 58, N, carries -0.08; number 59, C, carries -0.16; number 60, N, carries -0.07; number 61, C, carries -0.17; number 62, C, carries -0.14; number 63, H, carries 0.11; number 64, H, carries 0.12; number 65, H, carries 0.11; number 66, H, carries 0.09; number 67, H, carries 0.13; number 68, H, carries 0.13; number 69, H, carries 0.13; number 70, H, carries 0.13; number 71, H, carries 0.12; number 72, H, carries 0.10; number 73, H, carries 0.13; number 74, H, carries 0.13